Record 1
52
Properties=species:S:1:pos:R:3 method="wB97M-V/def2-TZVPD" de_lowest_ev=6.4336 total_charge=+1 spin_multiplicity=1 homo_ev=-13.49 max_force_ev_per_a=5.57 lumo_ev=-2.9
O -0.18861 0.75778 -0.21790
H 1.19342 3.49198 3.77290
H -0.64708 0.70291 -1.07759
O 0.51489 0.34756 3.88531
H 0.59210 -0.51970 -3.35186
H -1.58310 -1.89443 2.72005
O 2.87843 -1.41018 -2.41174
H 2.81563 -2.25440 -2.74906
H 1.44080 -3.53539 -0.77757
O 2.36947 0.56811 1.83284
H 2.27951 -0.61720 1.57647
H -0.78798 -3.74971 -3.53586
O 1.23521 -3.50219 0.22947
H -1.13294 3.49149 -0.35934
O -2.48441 0.19554 -2.15209
H -1.80512 -0.51640 -2.50821
H 3.17933 2.62796 0.68952
O -0.12839 -1.36970 0.88055
H -3.19414 -0.21839 -1.73335
H 0.36481 1.97002 -3.82205
O -0.37789 3.63151 0.11646
H -0.30787 1.70954 0.13788
H -0.09422 4.58497 -0.03007
O -0.20433 0.07795 -3.19743
H -2.66599 -1.13521 3.58702
H -0.34918 0.73970 -4.01403
O 2.70314 2.27464 -0.05965
H -2.84869 1.01982 0.44045
H 1.85553 2.75561 0.01098
O 2.51536 -1.98340 1.67665
H -3.93825 -1.31100 -0.50865
H 0.36421 2.83573 2.75402
O 0.14712 2.67398 -4.36901
H 2.51331 -2.37328 2.57446
H 0.26681 3.52893 -3.95610
O -3.39138 -2.08590 -0.28156
H -2.58092 -2.02782 -0.74951
H 0.37098 -0.59609 0.54424
O 0.51357 3.69347 3.10260
H -0.76525 -0.98564 1.48989
H 1.04558 0.10484 4.68362
O -1.22019 -3.17889 -4.25298
H 3.32537 -1.10003 -1.66642
H -0.34151 0.52313 4.22280
O -1.99501 -1.01453 2.90689
H 1.76286 0.80241 2.74204
H 1.97106 1.24444 0.98483
O -2.42969 0.48697 1.12679
H -3.14599 -0.11221 1.50181
H 0.35479 -3.06320 0.60939
H 2.15421 -2.63696 0.91215
H -2.11937 -3.64917 -3.93003



Record 2
75
Properties=species:S:1:pos:R:3 method="wB97M-V/def2-TZVPD" smiles=ClC(Cl)Cl.ClC(Cl)Cl.ClC(Cl)Cl.CCOCC.CCOCC.CCOCC.CCOCC de_lowest_ev=0.6155 total_charge=0 spin_multiplicity=1 homo_ev=-9.40 max_force_ev_per_a=2.72 lumo_ev=0.1
Cl -5.25874 -8.17106 -8.82234
C -4.97501 -8.10812 -10.55034
Cl -5.27300 -6.52337 -11.22196
Cl -5.85852 -9.35628 -11.45594
H -3.92943 -8.41046 -10.60910
Cl 5.97327 -11.55329 -15.10150
C 6.40148 -10.98608 -13.41792
Cl 5.05358 -11.33426 -12.31576
Cl 6.73552 -9.21873 -13.50341
H 7.30499 -11.50898 -13.10432
Cl 0.02783 -8.13285 -13.70179
C 1.29466 -6.94005 -13.63104
Cl 1.49020 -6.61930 -11.85915
Cl 0.95796 -5.38398 -14.40242
H 2.24030 -7.35146 -13.98404
C 8.67583 0.33863 -8.16134
C 7.20880 0.58069 -8.42795
O 6.46077 -0.52031 -8.92390
C 6.80457 -0.85281 -10.20844
C 6.02074 -2.18779 -10.33204
H 8.73884 -0.27259 -7.26105
H 9.26224 -0.07666 -8.98095
H 9.23620 1.26136 -8.01082
H 6.73583 0.83848 -7.48036
H 7.09333 1.40393 -9.13297
H 6.43369 -0.05192 -10.84807
H 7.85544 -1.05327 -10.41722
H 5.98923 -2.42887 -11.39458
H 5.00662 -2.03874 -9.96132
H 6.52113 -2.92233 -9.70104
C 2.80001 -12.12307 -24.19474
C 1.86797 -11.03749 -23.52511
O 1.21149 -11.61226 -22.39055
C 1.41740 -11.02130 -21.17415
C 0.71218 -11.73678 -20.06025
H 3.18279 -11.80888 -25.16575
H 3.55152 -12.40674 -23.45795
H 2.23841 -13.05100 -24.30274
H 2.35959 -10.07705 -23.37030
H 1.11792 -10.84413 -24.29201
H 2.47171 -10.81457 -20.99035
H 0.95875 -10.03349 -21.21851
H 0.91118 -12.80841 -20.04982
H -0.34010 -11.45886 -20.00045
H 0.96138 -11.33242 -19.07919
C -2.44152 -5.43716 -21.11674
C -3.12738 -5.31721 -19.74968
O -3.78582 -6.56860 -19.43876
C -4.02611 -6.83584 -18.07094
C -4.68126 -8.21000 -18.06684
H -3.18624 -5.61435 -21.89269
H -1.80552 -4.57853 -21.33205
H -1.73897 -6.24910 -21.30459
H -2.43102 -4.94325 -18.99912
H -3.93159 -4.58152 -19.74039
H -2.98930 -6.77048 -17.74102
H -4.49203 -6.01854 -17.52044
H -4.60166 -8.87495 -17.20683
H -4.19175 -8.79675 -18.84414
H -5.72722 -8.07075 -18.34012
C 2.46409 -17.88122 -14.02308
C 2.11777 -16.51425 -13.58302
O 0.78531 -16.19998 -13.98692
C 0.42003 -14.83670 -13.75563
C -1.03693 -14.70643 -13.94311
H 3.45546 -18.15725 -13.66380
H 1.81750 -18.62068 -13.55063
H 2.44586 -18.10408 -15.08990
H 2.12615 -16.56934 -12.49444
H 2.90046 -15.83782 -13.92646
H 0.73281 -14.47966 -12.77441
H 0.95024 -14.24671 -14.50322
H -1.48134 -15.12951 -14.84400
H -1.22467 -13.66157 -14.19033
H -1.50611 -15.01509 -13.00892



Record 3
12
Properties=species:S:1:pos:R:3 method="wB97M-V/def2-TZVPD" smiles="C/C=N/NC=O" de_lowest_ev=1.9511 total_charge=0 spin_multiplicity=1 homo_ev=-9.48 max_force_ev_per_a=2.19 lumo_ev=0.9
C -1.01608 -0.43067 -1.93592
C -0.21234 -0.62746 -0.67042
N 0.06660 0.37157 0.04773
N 0.67256 0.07805 1.25378
C 1.00552 1.15074 2.03757
O 1.47071 1.09431 3.16690
H -1.29029 -1.39562 -2.32378
H -1.96232 0.08549 -1.71668
H -0.39232 0.02222 -2.70289
H 0.00236 -1.63332 -0.32076
H 0.95001 -0.90318 1.48507
H 0.70560 2.18788 1.67939



Record 4
23
Properties=species:S:1:pos:R:3 method="wB97M-V/def2-TZVPD" de_lowest_ev=0.5384 total_charge=-1 s2=8.775 spin_multiplicity=6 homo_ev="-2.78 / -2.56" max_force_ev_per_a=1.46 lumo_ev="2.7 / 1.0"
C 2.70667 1.80055 1.29531
C 1.35653 2.16444 1.02036
C 1.05336 1.81917 -0.34942
H 0.70176 2.72619 1.65846
C 2.24794 1.24903 -0.91763
C 3.25843 1.22109 0.12723
H 4.26245 0.81878 0.04950
H 3.24132 1.88005 2.23795
H 0.09597 2.00642 -0.84383
H 2.33146 0.93703 -1.96267
Fe 1.29026 -0.04120 0.73212
Cl 2.19129 -1.61889 -0.50952
C -2.01402 -2.55202 -0.22077
C -2.04576 -2.00521 -1.54338
C -2.65924 -0.71863 -1.47168
H -1.68207 -2.48946 -2.44699
C -3.00066 -0.46444 -0.10558
C -2.57920 -1.58933 0.66921
H -2.64384 -1.67214 1.75194
H -1.70333 -3.56233 0.04057
H -2.85285 -0.04705 -2.30606
H -3.57072 0.38712 0.25859
I 0.01424 -0.24919 2.83629